Entry 1:
This record from the OMol25 dataset describes an isolated molecule of C4H4F2O in a non-equilibrium geometry. The level of theory is ωB97M-V with the def2-TZVPD basis set.

Results
net charge = 0
spin multiplicity = 1
LUMO energy (alpha / beta) = -0.894 / -0.895 eV
M = 106.07 g/mol
frontier orbital gap (alpha / beta) = 6.532 / 6.533 eV
electronic energy = -429.60822 a.u.

Cartesian coordinates (Å):
C: 0.11 -0.34 0.03
C: -1.10 -1.07 -0.10
C: 0.29 0.99 0.04
C: -3.26 0.05 0.30
O: -2.39 -0.85 -0.02
F: -4.47 -0.30 -0.11
F: -2.90 1.37 0.03
H: 0.94 -0.94 -0.03
H: -1.10 -2.17 -0.22
H: 1.26 1.57 0.16
H: -0.47 1.71 -0.11

Entry 2:
This record from the OMol25 dataset describes a structure of composition C57H41I4N6PtSSb. The level of theory is ωB97M-V with the def2-TZVPD basis set.

Results
net charge = +2
spin multiplicity = 1
LUMO energy = -7.566 eV
M = 1666.52 g/mol
frontier orbital gap = 4.686 eV
electronic energy = -4473.28472 a.u.

Cartesian coordinates (Å):
Pt: 0.64 1.27 0.03
I: 5.64 -4.03 -6.45
C: 4.67 -2.81 -5.09
C: 4.72 -1.43 -5.23
C: 4.07 -0.62 -4.31
C: 3.35 -1.17 -3.25
C: 3.34 -2.56 -3.10
C: 3.99 -3.38 -4.01
C: 2.61 -0.32 -2.28
C: 1.79 0.70 -2.73
C: 1.62 1.13 -4.09
C: 0.95 2.31 -4.06
C: 0.62 2.58 -2.69
C: -0.11 3.69 -2.26
C: -0.33 4.78 -3.26
C: -1.56 4.95 -3.89
C: -1.74 5.97 -4.81
C: -0.70 6.84 -5.08
I: -0.97 8.38 -6.45
C: 0.53 6.69 -4.45
C: 0.71 5.66 -3.54
C: -0.67 3.82 -1.00
N: -0.54 2.92 0.04
C: -1.38 3.34 1.04
C: -1.58 2.67 2.26
C: -2.70 3.08 3.14
C: -2.81 4.38 3.63
C: -3.88 4.74 4.44
C: -4.86 3.80 4.75
I: -6.46 4.33 5.95
C: -4.75 2.50 4.27
C: -3.67 2.15 3.48
C: -0.76 1.64 2.71
C: -0.69 1.18 4.06
C: 0.41 0.40 4.17
C: 1.03 0.36 2.88
N: 0.30 1.09 2.00
C: 2.19 -0.38 2.57
C: 2.67 -0.57 1.29
C: 3.83 -1.34 0.95
C: 3.93 -1.34 -0.40
C: 2.84 -0.56 -0.91
N: 2.10 -0.07 0.12
C: 2.92 -1.00 3.71
C: 3.02 -2.39 3.82
C: 3.70 -2.97 4.87
C: 4.32 -2.15 5.82
I: 5.39 -3.01 7.37
C: 4.22 -0.77 5.72
C: 3.52 -0.20 4.67
C: -2.04 4.54 0.62
C: -1.58 4.85 -0.61
N: 1.10 1.57 -1.90
H: 5.27 -0.99 -6.04
H: 4.17 0.45 -4.40
H: 2.81 -3.01 -2.28
H: 3.98 -4.45 -3.88
H: 1.96 0.60 -4.96
H: 0.67 2.93 -4.89
H: -2.37 4.27 -3.67
H: -2.69 6.08 -5.31
H: 1.34 7.38 -4.65
H: 1.67 5.54 -3.04
H: -2.03 5.11 3.44
H: -3.95 5.75 4.82
H: -5.51 1.77 4.51
H: -3.59 1.13 3.11
H: -1.38 1.45 4.84
H: 0.79 -0.09 5.05
H: 4.49 -1.81 1.66
H: 4.70 -1.79 -0.99
H: 2.54 -3.02 3.08
H: 3.76 -4.04 4.96
H: 4.70 -0.14 6.46
H: 3.45 0.88 4.60
H: -2.77 5.08 1.20
H: -1.84 5.70 -1.22
C: -3.26 1.62 -0.57
Sb: -1.70 0.19 -0.47
C: -1.88 -0.53 -2.43
C: -2.73 -1.30 0.60
H: -4.11 1.04 -0.93
H: -3.00 2.40 -1.29
H: -3.49 2.07 0.39
H: -2.95 -0.67 -2.58
H: -1.36 -1.48 -2.55
H: -1.50 0.20 -3.14
H: -3.77 -1.15 0.34
H: -2.59 -1.21 1.68
H: -2.38 -2.27 0.27
S: 0.12 -6.64 0.10
C: 0.22 -4.86 0.09
C: 0.00 -4.11 1.24
C: -0.03 -2.74 1.14
N: 0.15 -2.07 0.00
C: 0.43 -2.79 -1.09
C: 0.48 -4.18 -1.09
C: -1.66 -6.74 0.23
C: -2.29 -6.79 1.47
C: -3.67 -6.80 1.50
N: -4.44 -6.78 0.41
C: -3.82 -6.78 -0.77
C: -2.44 -6.75 -0.92
H: -0.16 -4.60 2.19
H: -0.21 -2.13 2.03
H: 0.61 -2.24 -2.00
H: 0.68 -4.72 -2.01
H: -1.71 -6.82 2.38
H: -4.19 -6.84 2.45
H: -4.46 -6.79 -1.64
H: -1.99 -6.74 -1.90